Record 1
C6H11NO | the ωB97M-V functional and the def2-TZVPD basis

Element x y z (Å)
C  -1.1559  -1.1185  2.8138
C  -0.6475  -0.5714  1.7149
N  -1.3888  0.0751  0.7460
C  -2.1987  1.0015  0.9902
H  -0.5512  -1.7141  3.4736
H  -2.2040  -1.0428  3.0476
H  0.3864  -0.7082  1.4265
H  -2.7714  1.4183  0.1715
H  -2.3517  1.4384  1.9809
C  0.3476  -0.4985  -2.0451
C  1.3925  0.5914  -1.9585
C  2.3705  0.4332  -0.8416
O  2.2354  -0.3558  0.0688
H  0.8119  -1.4809  -2.0064
H  -0.2252  -0.4063  -2.9645
H  -0.3370  -0.4225  -1.1990
H  0.9603  1.5935  -1.9245
H  2.2426  0.4878  -2.7333
H  3.0841  1.2798  -0.7612

The energy comes out at -9935.7078 eV. The SMILES is C=CN=C.CCC=O. The value obtained for the LUMO energy is 0.94 eV. The energy above the lowest of the compared OMol25 structures with the same formula, charge and spin comes out at 2.747 eV. For the highest occupied orbital energy, the calculation gives -8.98 eV. The value obtained for the largest force on an atom is 0.0592 Eh/bohr. Its spin multiplicity is 1.

natural (NBO) atomic charge list, values in e, 8 entries:
1 C -0.442
2 C -0.046
3 N -0.419
4 C -0.033
5 H 0.207
6 H 0.191
7 H 0.229
8 H 0.169

Record 2
C20H20ClN3OS | the ωB97M-V functional and the def2-TZVPD basis

Element x y z (Å)
C  -3.6358  -1.1548  2.4810
O  -4.8110  -0.9072  1.7481
C  -4.7006  -0.5479  0.4409
C  -5.9012  -0.3147  -0.2336
C  -5.8880  0.0538  -1.5612
C  -4.6869  0.2006  -2.2389
C  -3.4909  -0.0323  -1.5808
C  -2.1654  0.1451  -2.2873
N  -1.3442  1.1516  -1.6560
C  -0.4585  0.9580  -0.6565
C  0.0597  -0.2917  -0.2748
C  0.9894  -0.2877  0.7438
C  1.6173  -1.5560  1.2291
S  2.6249  -2.3606  -0.0685
C  4.1019  -1.3962  -0.1565
C  5.1139  -1.9029  -0.9691
C  6.3092  -1.2270  -1.0999
C  6.4950  -0.0368  -0.4119
Cl  7.9932  0.8149  -0.5656
C  5.4931  0.4764  0.3936
C  4.2930  -0.2008  0.5226
N  1.3906  0.8349  1.3417
C  0.8607  1.9712  0.9084
C  1.3374  3.2326  1.5495
N  -0.0429  2.0771  -0.0473
C  -3.4997  -0.4062  -0.2413
H  -3.9645  -1.4105  3.4869
H  -3.0702  -1.9939  2.0625
H  -2.9926  -0.2696  2.5255
H  -6.8254  -0.4293  0.3095
H  -6.8200  0.2332  -2.0755
H  -4.6836  0.4919  -3.2787
H  -1.6163  -0.7993  -2.2998
H  -2.3370  0.4488  -3.3239
H  -1.6681  2.1056  -1.7280
H  -0.2297  -1.2153  -0.7477
H  0.8577  -2.3023  1.4647
H  2.2433  -1.3771  2.1013
H  4.9529  -2.8319  -1.4944
H  7.0935  -1.6194  -1.7276
H  5.6444  1.4054  0.9205
H  3.5190  0.2258  1.1408
H  2.2837  3.5253  1.0965
H  1.5042  3.0703  2.6106
H  0.6130  4.0250  1.3901
H  -2.5585  -0.5757  0.2574

The energy comes out at -50940.8339 eV. The SMILES is COc1cccc(CNc2cc(CSc3ccc(Cl)cc3)nc(C)n2)c1. The value obtained for the LUMO energy is 0.48 eV. The energy above the lowest of the compared OMol25 structures with the same formula, charge and spin comes out at 1.102 eV. For the highest occupied orbital energy, the calculation gives -8.09 eV. The value obtained for the largest force on an atom is 0.0135 Eh/bohr. Its spin multiplicity is 1.

natural (NBO) atomic charge list, values in e, 8 entries:
1 C -0.253
2 O -0.491
3 C 0.322
4 C -0.259
5 C -0.180
6 C -0.278
7 C 0.076
8 C -0.250

Record 3
C4H7NO2 | the ωB97M-V functional and the def2-TZVPD basis

Element x y z (Å)
O  -2.2119  0.8672  0.0261
C  -1.0214  0.6663  -0.0289
C  -0.2267  0.0820  -1.1426
N  0.8524  -0.4579  -0.7398
C  1.1152  -0.0984  0.6611
C  -0.0686  0.7499  1.1562
O  -0.7234  0.2931  2.3092
H  -0.5555  0.0476  -2.1772
H  1.3219  -0.9698  1.2892
H  2.0527  0.4566  0.5702
H  0.2451  1.8006  1.2621
H  -1.6648  0.4911  2.1573
H  0.1980  -2.2292  -2.5898
H  0.6869  -1.6991  -2.7530

The energy comes out at -9844.5074 eV. The SMILES is O=C1C=NC[C@@H]1O.[H][H]. The value obtained for the LUMO energy is -0.23 eV. The energy above the lowest of the compared OMol25 structures with the same formula, charge and spin comes out at 2.772 eV. For the highest occupied orbital energy, the calculation gives -10.05 eV. The value obtained for the largest force on an atom is 0.0101 Eh/bohr. Its spin multiplicity is 1.

natural (NBO) atomic charge list, values in e, 8 entries:
1 O -0.513
2 C 0.505
3 C -0.031
4 N -0.297
5 C -0.280
6 C -0.029
7 O -0.694
8 H 0.213

Record 4
C2H6N2 | the ωB97M-V functional and the def2-TZVPD basis

Element x y z (Å)
H  -1.6040  1.6829  0.0898
N  -0.6059  1.5393  -0.0077
C  -0.2366  0.3270  -0.0025
C  1.2727  0.0105  0.0070
N  -1.0284  -0.8328  0.0533
H  1.6564  0.4019  0.9607
H  1.3980  -1.1004  -0.0452
H  1.8106  0.5078  -0.8179
H  -0.6109  -1.7275  -0.0966
H  -2.0517  -0.8086  -0.1408

The energy comes out at -5151.4062 eV. The SMILES is [H]/N=C(/C)N. The value obtained for the LUMO energy is 0.99 eV. The energy above the lowest of the compared OMol25 structures with the same formula, charge and spin comes out at 0.514 eV. For the highest occupied orbital energy, the calculation gives -9.28 eV. The value obtained for the largest force on an atom is 0.0312 Eh/bohr. Its spin multiplicity is 1.

natural (NBO) atomic charge list, values in e, 8 entries:
1 H 0.331
2 N -0.722
3 C 0.457
4 C -0.667
5 N -0.848
6 H 0.237
7 H 0.195
8 H 0.239